ORCA calculation (the ωB97M-V functional and the def2-TZVPD basis) on C4H11NOS in the gas phase.

CARTESIAN COORDINATES (ANGSTROEM)
C  1.0786  -0.4481  0.6661
H  -1.3171  2.7064  0.1930
S  2.0709  -1.9499  0.3012
H  0.4207  2.8448  -1.5277
H  -0.0148  -0.4285  -1.2521
H  0.9868  -0.3335  1.7528
H  1.6463  0.4405  0.3663
C  -0.5409  1.9396  0.0589
H  -1.9317  0.5510  -0.2495
H  -0.3031  -2.6154  -0.0712
N  -1.0397  0.5887  0.2296
H  0.2393  2.2239  0.7855
H  3.2816  -1.5243  0.0085
C  -0.1805  -0.5070  -0.1813
O  -0.0177  2.0320  -1.2657
H  -1.8032  -1.9449  -0.7973
C  -1.0491  -1.8360  -0.0036
H  -1.5264  -1.7393  0.9864

Electronic energy   -687.15460 Ha
SMILES string   C[C@H](CS)NCO
Kohn-Sham gap   0.3583 Eh
Max |F|   2.3 eV Å⁻¹
Energy above the lowest of the compared OMol25 structures with the same formula, charge and spin   34.4 kcal/mol



ORCA calculation (the ωB97M-V functional and the def2-TZVPD basis) on C4H11NOS in the gas phase.

CARTESIAN COORDINATES (ANGSTROEM)
H  0.1880  -1.5278  0.2407
H  2.7149  -0.7673  0.8166
H  -2.7853  0.7550  -0.0593
C  -0.9500  1.2736  -0.9914
H  -2.0784  -0.5738  -1.0105
H  -1.5137  1.7868  -1.7749
H  0.7310  -0.5329  -1.3912
C  -1.8502  0.2519  -0.3289
H  0.8317  -0.1311  2.6872
C  1.0060  -0.3180  1.6269
H  -0.5965  1.9871  -0.2672
S  0.5049  0.6689  -1.9233
H  -2.1718  -0.9420  1.4033
O  2.1525  -1.1249  1.5064
H  1.1844  0.6469  1.1288
N  -0.1179  -1.0200  1.0555
H  -1.3177  0.5425  1.7213
C  -1.3640  -0.3015  1.0237

Electronic energy   -687.15534 Ha
SMILES string   OCNCCCS
Kohn-Sham gap   0.3443 Eh
Max |F|   0.8 eV Å⁻¹
Energy above the lowest of the compared OMol25 structures with the same formula, charge and spin   33.9 kcal/mol



ORCA calculation (the ωB97M-V functional and the def2-TZVPD basis) on 2 unconnected molecules or ions with the total composition C4H11NOS.

CARTESIAN COORDINATES (ANGSTROEM)
H  -1.1122  -1.1241  -0.2536
H  2.1112  0.5401  -0.4250
N  -3.3295  0.8761  0.9660
H  -0.5530  -0.2672  1.7165
C  -0.0778  0.4023  1.0572
H  2.4501  -0.4820  -1.9006
H  3.2018  -0.7773  -0.4024
C  1.1772  -1.4672  -0.4356
C  2.3155  -0.4800  -0.8685
H  -0.1200  0.0719  -1.1153
H  0.8888  0.6999  1.4430
H  1.5229  -1.7602  0.5529
H  -4.1260  1.6304  0.9339
O  -0.8168  2.3815  -0.6419
H  0.9774  -2.1403  -1.2263
C  -0.0781  -0.5822  -0.1728
S  -0.9481  2.0240  0.7557
H  -3.4833  0.4543  0.0169

Electronic energy   -687.03132 Ha
Kohn-Sham gap (alpha / beta)   0.2881 / 0.3468 Eh
Max |F|   4.0 eV Å⁻¹
Energy above the lowest of the compared OMol25 structures with the same formula, charge and spin   111.7 kcal/mol



ORCA calculation (the ωB97M-V functional and the def2-TZVPD basis) on 2 unconnected molecules or ions with the total composition C4H11NOS.

CARTESIAN COORDINATES (ANGSTROEM)
H  -0.6815  0.2739  3.3169
H  0.8606  2.0317  -0.0621
S  -0.1094  0.8231  -1.8596
H  0.6136  2.4542  -3.6062
C  -0.7362  -0.8005  3.4184
H  -1.1302  2.1057  -3.4983
C  -0.1310  1.6760  -3.4775
H  -0.4383  -1.4111  0.1544
H  1.8043  2.3033  -1.4644
C  -0.1513  -1.4171  2.1705
H  1.9491  0.7135  -0.6305
O  1.0166  -1.7576  2.1195
H  -0.0491  0.8649  -4.1959
C  1.2914  1.5142  -0.9278
H  -1.7667  -1.1114  3.5782
N  -0.9166  -1.3972  1.0427
H  -1.9128  -1.2104  1.0676
H  -0.1106  -1.1112  4.2580

Electronic energy   -687.18759 Ha
SMILES string   CC(N)=O.CSC
Kohn-Sham gap   0.3447 Eh
Max |F|   1.1 eV Å⁻¹
Energy above the lowest of the compared OMol25 structures with the same formula, charge and spin   13.6 kcal/mol



ORCA calculation (the ωB97M-V functional and the def2-TZVPD basis) on 2 unconnected molecules or ions with the total composition C4H11NOS.

CARTESIAN COORDINATES (ANGSTROEM)
H  0.3530  0.5124  -1.6093
N  -1.9178  -0.4662  0.8974
S  -2.0413  -0.4567  -0.7924
C  1.5635  -1.8889  -0.3136
H  2.6604  -2.0602  -0.1878
O  -2.7525  1.0121  -1.1782
H  1.7584  -0.3031  1.1017
C  0.6145  1.8442  0.1243
H  -1.0685  -0.8379  1.3433
H  1.3373  2.5949  -0.2526
H  1.0922  -2.1767  -1.2311
C  0.7189  0.5253  -0.5914
H  -0.3517  2.1364  -0.0707
H  -2.7625  -0.8367  1.4068
H  -2.7009  1.6402  -0.4055
C  1.4203  -0.4136  0.0396
H  1.1888  -2.4236  0.5750
H  0.8878  1.5984  1.1447

Electronic energy   -687.09344 Ha
SMILES string   C/C=C/C.NSO
Kohn-Sham gap   0.3175 Eh
Max |F|   2.7 eV Å⁻¹
Energy above the lowest of the compared OMol25 structures with the same formula, charge and spin   72.7 kcal/mol



ORCA calculation (the ωB97M-V functional and the def2-TZVPD basis) on 2 unconnected molecules or ions with the total composition C4H11NOS.

CARTESIAN COORDINATES (ANGSTROEM)
H  -0.6870  -0.2540  -1.5070
H  2.2902  1.4888  -1.3007
C  -1.0960  1.5597  0.5337
C  -0.8844  -0.7576  -0.5410
H  -1.0444  -2.2247  0.6967
C  -1.1327  -2.2262  -0.3763
N  2.7611  0.5625  -1.1676
C  -1.1581  0.0480  0.4795
H  -2.0565  -2.7481  -0.6989
H  2.6876  -0.0368  -2.0664
H  -2.1396  1.9666  0.5970
H  -1.3245  -0.5246  1.3864
H  -0.6053  1.9880  1.4539
H  -0.3382  -2.8575  -0.8686
O  4.1053  -0.0747  0.9170
H  -0.6141  1.8177  -0.4222
S  2.5703  -0.2514  0.2883
H  4.1563  0.9723  0.9024

2S+1   3
Expectation value of S²   2.006
Electronic energy   -686.94017 Ha
Kohn-Sham gap (alpha / beta)   0.2026 / 0.2499 Eh
Max |F|   10.4 eV Å⁻¹
Energy above the lowest of the compared OMol25 structures with the same formula, charge and spin   24.4 kcal/mol



ORCA calculation (the ωB97M-V functional and the def2-TZVPD basis) on C4H11NOS in the gas phase.

CARTESIAN COORDINATES (ANGSTROEM)
H  1.0112  -1.6212  -0.4557
H  0.6867  0.6614  2.0208
H  -0.8633  -0.1253  2.1827
C  -0.0522  -1.3709  -0.3841
H  2.7515  -0.0820  -0.7842
H  -1.4968  1.6832  -0.0390
N  0.5484  1.0106  -1.9627
H  -2.3114  0.2416  -0.8247
H  0.9003  1.6327  -2.6763
C  -1.6809  0.5617  -0.0559
S  0.8097  1.3483  -0.4743
H  -0.5472  -2.1243  0.1952
C  0.0908  -0.1393  1.6497
H  -0.3722  -1.3132  -1.4458
C  -0.2964  -0.0465  0.1952
O  2.5285  0.2264  0.1141
H  0.6726  -0.9403  1.9648
H  -2.3792  0.3971  0.7802

2S+1   3
Expectation value of S²   2.012
Electronic energy   -686.97912 Ha
Kohn-Sham gap (alpha / beta)   0.2747 / 0.2654 Eh
Max |F|   3.8 eV Å⁻¹
Energy above the lowest of the compared OMol25 structures with the same formula, charge and spin   0.0 kcal/mol



ORCA calculation (the ωB97M-V functional and the def2-TZVPD basis) on 2 unconnected molecules or ions with the total composition C4H11NP.

CARTESIAN COORDINATES (ANGSTROEM)
C  -0.4635  -1.0973  0.6644
H  1.6855  1.4214  0.2700
H  -1.1514  1.0044  -1.3302
H  2.2029  -1.9407  -2.2993
H  -0.6918  1.7567  0.0626
H  -0.8330  -1.9675  0.1715
H  -0.1856  -1.4746  1.7107
H  1.1118  0.9973  1.7514
C  0.3935  -0.0720  0.0072
H  0.5152  -0.8238  -2.7674
H  -2.5289  -0.6336  -0.0630
P  1.6881  -0.5246  -2.0799
C  -1.6703  -0.1821  0.5073
H  2.2925  0.1086  1.2108
H  -2.0096  0.0736  1.5180
C  -0.8223  0.7449  -0.2811
N  1.4127  0.5810  0.9244

Net charge   +1
Electronic energy   -554.71264 Ha
Kohn-Sham gap   0.3147 Eh
Max |F|   4.8 eV Å⁻¹
Energy above the lowest of the compared OMol25 structures with the same formula, charge and spin   88.5 kcal/mol



ORCA calculation (the ωB97M-V functional and the def2-TZVPD basis) on C4H11NP2 in the gas phase.

CARTESIAN COORDINATES (ANGSTROEM)
C  -0.1324  -0.6015  -1.3314
C  -0.1169  -0.6297  1.1262
H  -0.2145  -0.2619  2.1475
N  2.6851  -0.2849  0.3798
H  0.7090  -1.3121  1.0866
H  -0.3217  -0.1392  -2.4047
H  0.8954  -1.1558  -1.4995
C  -1.3319  1.2997  -0.1397
H  -0.9597  -1.3897  -1.2156
H  4.9540  -1.0897  -0.0529
H  -1.1952  2.0562  -0.9869
C  -0.0482  0.2918  -0.1169
H  -1.3155  1.7620  0.7920
H  1.0940  1.2902  1.4851
H  -2.2531  0.7689  -0.4327
P  3.9688  -0.0049  -0.4091
P  1.3793  1.3718  0.1861
H  -1.0059  -1.3157  0.9422

Electronic energy   -896.34758 Ha
SMILES string   [H]/P=N/PC(C)(C)C
Kohn-Sham gap   0.3125 Eh
Max |F|   4.2 eV Å⁻¹
Energy above the lowest of the compared OMol25 structures with the same formula, charge and spin   58.6 kcal/mol



ORCA calculation (the ωB97M-V functional and the def2-TZVPD basis) on 2 unconnected molecules or ions with the total composition C4H11NS.

CARTESIAN COORDINATES (ANGSTROEM)
C  -2.2384  -1.0370  -0.7011
H  0.7628  2.5653  1.3032
H  1.8932  2.4001  2.5677
H  2.6486  -0.0373  0.0467
C  1.9283  -0.6142  0.4860
H  -3.9650  -0.0012  -1.5486
H  -2.1540  0.5914  -2.1475
H  -2.6651  -1.5070  0.1583
C  1.6793  2.0012  1.5904
N  -0.9217  -1.4275  -0.9512
H  -0.3833  -0.8167  -1.5578
S  1.4660  0.2611  1.9919
C  -2.8713  -0.0418  -1.5672
H  2.5417  2.2701  0.9965
H  -0.7756  -2.3984  -1.0559
H  2.0449  -1.7367  0.6054
H  1.0095  -0.4714  -0.2169

Electronic energy   -611.84996 Ha
SMILES string   C=CN.CSC
Kohn-Sham gap   0.3242 Eh
Max |F|   5.7 eV Å⁻¹
Energy above the lowest of the compared OMol25 structures with the same formula, charge and spin   57.8 kcal/mol



ORCA calculation (the ωB97M-V functional and the def2-TZVPD basis) on C4H11NS in the gas phase.

CARTESIAN COORDINATES (ANGSTROEM)
H  -1.0375  1.0332  -1.6178
H  -2.8155  -0.8479  -0.6446
S  1.1819  -0.8755  1.2191
C  -1.2660  0.4111  -0.7448
C  -0.7007  0.9609  0.5394
H  -3.2959  0.6750  -0.1769
H  -0.9632  2.0517  0.6431
N  -2.7005  0.1442  -0.7976
H  3.2958  -1.2382  0.1974
C  0.8059  0.8554  0.7080
H  1.2900  1.4935  1.4613
H  -1.2335  0.6606  1.4493
H  -0.5907  -0.4370  -0.9648
H  1.2549  1.0649  -0.2704
C  2.3182  -1.6996  0.0511
H  2.1662  -1.4660  -1.0142
H  2.2905  -2.7862  -0.0377

Electronic energy   -611.90301 Ha
SMILES string   CSCCCN
Kohn-Sham gap   0.3493 Eh
Max |F|   3.3 eV Å⁻¹
Energy above the lowest of the compared OMol25 structures with the same formula, charge and spin   24.5 kcal/mol



ORCA calculation (the ωB97M-V functional and the def2-TZVPD basis) on 2 unconnected molecules or ions with the total composition C4H11O.

CARTESIAN COORDINATES (ANGSTROEM)
C  1.0463  -1.7445  -1.4884
H  -1.0022  2.5600  3.2333
H  -0.0163  -1.1276  0.3326
C  -0.1912  -1.6222  -0.6191
C  -1.9101  2.6750  2.5744
O  -2.6376  1.5251  2.4637
H  2.0828  -0.0890  -0.4994
H  1.2329  0.3418  -1.9664
H  -1.4912  3.0227  1.5931
H  -0.9706  -1.0059  -1.0624
H  -0.6989  -2.5631  -0.3829
H  -2.5011  3.5062  3.0264
C  1.8332  -0.4394  -1.5112
H  1.6845  -2.5178  -1.0677
H  2.7472  -0.5143  -2.1097
H  0.7924  -2.0069  -2.5162

Net charge   -1
Electronic energy   -234.19440 Ha
Kohn-Sham gap   0.1843 Eh
Max |F|   1.3 eV Å⁻¹
Energy above the lowest of the compared OMol25 structures with the same formula, charge and spin   10.6 kcal/mol